Entry from the Open Molecules 2025 dataset: a molecular structure, C61H37Cl4N6O2Sn (ωB97M-V/def2-TZVPD).

Results
Net charge   +1
Kohn-Sham gap   4.02 eV
Multiplicity   1

Each line ends with the Löwdin charge.
Atoms and positions in Å:
Sn (-0.235, -0.762, -0.187)  1.5827
Cl (-4.734, -7.183, -3.261)  0.7104
C (-4.279, -5.854, -2.260)  -0.6603
C (-4.003, -4.622, -2.833)  -0.0770
C (-3.635, -3.564, -2.021)  -0.0266
C (-3.564, -3.700, -0.629)  -0.1587
C (-3.801, -4.968, -0.087)  -0.0059
C (-4.163, -6.034, -0.888)  -0.0818
C (-3.124, -2.533, 0.155)  -0.0506
C (-3.458, -1.280, -0.257)  -0.2356
C (-4.638, -0.972, -1.058)  0.0207
C (-4.668, 0.360, -1.202)  0.0372
C (-3.457, 0.868, -0.579)  -0.1957
C (-3.105, 2.340, -0.612)  -0.1181
C (-3.975, 3.173, -1.532)  -0.2039
C (-3.946, 3.006, -2.917)  -0.0094
C (-4.715, 3.812, -3.739)  -0.0760
C (-5.519, 4.793, -3.176)  -0.6642
Cl (-6.480, 5.802, -4.203)  0.6912
C (-5.565, 4.973, -1.805)  -0.0898
C (-4.788, 4.160, -0.993)  -0.0256
C (-0.756, 2.321, 0.315)  -0.2042
N (0.220, 1.492, 0.443)  0.0621
C (1.280, 2.218, 1.028)  -0.1517
C (2.497, 1.506, 1.395)  -0.0116
C (3.772, 2.259, 1.414)  -0.1898
C (4.005, 3.285, 2.326)  -0.0231
C (5.206, 3.974, 2.311)  -0.0838
C (6.169, 3.643, 1.370)  -0.6600
Cl (7.667, 4.507, 1.346)  0.6998
C (5.951, 2.628, 0.452)  -0.0759
C (4.752, 1.935, 0.479)  -0.0039
C (2.479, 0.191, 1.745)  -0.2053
C (3.560, -0.497, 2.426)  0.0488
C (3.023, -1.599, 2.987)  0.0214
C (1.624, -1.607, 2.608)  -0.2039
N (1.316, -0.598, 1.822)  0.0568
C (0.658, -2.558, 3.167)  -0.0191
C (-0.612, -2.731, 2.734)  -0.1929
C (-1.640, -3.566, 3.346)  0.0363
C (-2.692, -3.572, 2.508)  0.0155
C (-2.308, -2.748, 1.365)  -0.2112
N (-1.140, -2.204, 1.542)  0.0127
C (1.130, -3.353, 4.328)  -0.2145
C (1.537, -2.719, 5.500)  -0.0213
C (1.956, -3.459, 6.591)  -0.0804
C (1.989, -4.845, 6.499)  -0.6606
Cl (2.522, -5.772, 7.856)  0.7046
C (1.604, -5.492, 5.337)  -0.0820
C (1.171, -4.741, 4.256)  -0.0206
C (0.975, 3.539, 1.122)  0.0982
C (-0.447, 3.698, 0.727)  -0.0612
N (-2.777, -0.074, 0.041)  0.0761
H (-4.046, -4.500, -3.905)  0.1152
H (-3.339, -2.632, -2.486)  0.1275
H (-3.710, -5.148, 0.971)  0.0924
H (-4.354, -7.005, -0.456)  0.1129
H (-5.384, -1.687, -1.357)  0.1267
H (-5.422, 0.961, -1.678)  0.1230
H (-3.331, 2.236, -3.356)  0.1180
H (-4.694, 3.685, -4.811)  0.1126
H (-6.197, 5.740, -1.382)  0.1100
H (-4.827, 4.300, 0.081)  0.1187
H (3.263, 3.526, 3.074)  0.1227
H (5.402, 4.758, 3.028)  0.1117
H (6.712, 2.385, -0.274)  0.1126
H (4.568, 1.145, -0.238)  0.1016
H (4.567, -0.131, 2.519)  0.1267
H (3.510, -2.331, 3.606)  0.1209
H (-1.560, -4.053, 4.300)  0.1259
H (-3.650, -4.033, 2.661)  0.1160
H (1.511, -1.639, 5.568)  0.1302
H (2.255, -2.974, 7.507)  0.1124
H (1.644, -6.570, 5.281)  0.1124
H (0.873, -5.239, 3.342)  0.1274
H (1.606, 4.309, 1.525)  0.1195
H (-1.060, 4.224, 1.451)  0.1677
C (0.686, -4.100, -2.023)  -0.0715
O (0.867, -2.695, -2.033)  -0.2112
C (2.156, -2.212, -2.075)  -0.2555
C (3.278, -3.016, -1.930)  -0.0249
C (4.548, -2.455, -1.987)  -0.0846
C (4.695, -1.091, -2.180)  -0.0981
C (3.576, -0.287, -2.309)  -0.0473
C (2.293, -0.823, -2.264)  -0.2262
N (1.097, -0.067, -2.335)  -0.0687
N (1.290, 1.174, -2.606)  0.0828
C (0.298, 2.053, -2.439)  -0.1811
C (-1.040, 1.703, -2.042)  -0.3156
O (-1.684, 0.730, -2.418)  0.0429
C (-1.616, 2.543, -0.889)  -0.1853
C (-1.053, 4.000, -0.776)  -0.0335
C (-0.017, 4.416, -1.761)  -0.1455
C (0.325, 5.762, -1.839)  -0.0317
C (1.373, 6.177, -2.641)  -0.0782
C (2.085, 5.226, -3.367)  -0.0716
C (1.740, 3.892, -3.304)  -0.0177
C (0.677, 3.464, -2.502)  -0.1101
H (1.193, -4.569, -2.869)  0.1040
H (-0.386, -4.268, -2.107)  0.0862
H (1.049, -4.547, -1.093)  0.0949
H (3.177, -4.080, -1.791)  0.1026
H (5.415, -3.091, -1.888)  0.1040
H (5.681, -0.653, -2.236)  0.1026
H (3.671, 0.780, -2.465)  0.1009
H (-3.286, 2.693, 0.412)  0.1654
H (-1.845, 4.740, -0.673)  0.1530
H (-0.232, 6.487, -1.259)  0.1167
H (1.630, 7.223, -2.704)  0.1032
H (2.905, 5.536, -4.000)  0.1060
H (2.280, 3.154, -3.882)  0.1104

Entry from the Open Molecules 2025 dataset: C4H5NOS2 in the gas phase in a non-equilibrium geometry (ωB97M-V/def2-TZVPD).

Results
Kohn-Sham gap   8.60 eV
ΔE to the lowest compared entry with this formula, charge and spin   23.81 kcal/mol
Multiplicity   1

Each line ends with the Löwdin charge.
Atoms and positions in Å:
O (-0.561, -0.121, -2.142)  0.1664
C (-0.320, -0.188, -1.004)  -0.4943
C (-1.163, -0.469, 0.212)  -0.5632
S (-2.656, 0.474, 0.494)  0.7915
C (0.071, -0.037, 1.038)  -0.1503
N (0.741, 0.236, -0.227)  -0.0846
C (2.092, 0.316, -0.398)  -0.6494
S (3.278, 0.350, 0.735)  0.6504
H (-1.424, -1.536, 0.301)  0.1151
H (-3.012, 0.383, -0.789)  -0.1239
H (-0.017, 0.861, 1.625)  0.1113
H (0.634, -0.838, 1.624)  0.1366
H (2.337, 0.570, -1.469)  0.0944

Entry from the Open Molecules 2025 dataset: a molecular structure, C23H44NOP3Pt in a non-equilibrium geometry (ωB97M-V/def2-TZVPD).

Results
Net charge   +4
Expectation value of S²   6.068
Kohn-Sham gap (alpha / beta)   6.40 / 5.15 eV
ΔE to the lowest compared entry with this formula, charge and spin   0.00 kcal/mol
Multiplicity   5

Each line ends with the Löwdin charge.
Atoms and positions in Å:
Pt (-0.698, -0.281, 0.227)  0.7217
P (-1.746, 1.377, 1.585)  0.6881
P (-0.277, -1.642, 1.916)  0.5865
P (-0.836, 0.870, -1.718)  0.5675
H (-1.404, -5.053, -0.081)  0.0756
C (-0.843, -4.927, -1.008)  -0.0427
C (0.518, -4.925, -1.022)  -0.0629
H (1.086, -5.038, -0.094)  0.0712
C (-3.555, 1.296, 1.436)  -0.2096
C (-1.404, 1.148, 3.381)  -0.2220
C (-1.257, 3.106, 1.269)  -0.2201
C (0.442, -2.994, 1.002)  -0.3244
C (0.965, -1.176, 3.126)  -0.2018
C (-1.791, -2.292, 2.659)  -0.1855
C (-0.045, 0.108, -3.150)  -0.2507
C (-0.169, 2.562, -1.682)  -0.2310
C (-2.570, 1.118, -2.184)  -0.2348
H (-1.456, -5.129, -1.896)  0.0756
H (1.123, -5.099, -1.918)  0.0727
H (-4.036, 1.989, 2.140)  0.0907
H (-3.899, 0.275, 1.642)  0.0576
H (-3.851, 1.559, 0.414)  0.0422
H (-1.911, 1.934, 3.960)  0.0877
H (-0.321, 1.220, 3.550)  0.0445
H (-1.755, 0.166, 3.729)  0.0399
H (-1.780, 3.481, 0.380)  0.0502
H (-0.171, 3.150, 1.096)  0.0404
H (-1.494, 3.753, 2.123)  0.0849
H (0.731, -3.817, 1.660)  0.0955
H (1.276, -2.694, 0.346)  0.0438
H (-0.397, -3.294, 0.371)  -0.0138
H (0.537, -1.370, 4.117)  0.0853
H (1.226, -0.123, 2.998)  0.0287
H (1.843, -1.800, 2.963)  0.0705
H (-1.535, -2.684, 3.652)  0.0920
H (-2.200, -3.102, 2.043)  0.0721
H (-2.548, -1.505, 2.742)  0.0331
H (0.074, 0.862, -3.934)  0.0786
H (-0.693, -0.690, -3.519)  0.0381
H (0.929, -0.324, -2.890)  0.0118
H (0.252, 2.794, -2.668)  0.0719
H (0.629, 2.639, -0.933)  0.0122
H (-0.976, 3.269, -1.452)  0.0529
H (-2.598, 1.278, -3.268)  0.0769
H (-2.971, 1.999, -1.671)  0.0527
H (-3.157, 0.235, -1.921)  0.0552
C (1.555, -3.033, -4.071)  -0.3128
C (0.136, -3.314, -3.565)  -0.1202
C (-0.925, -3.293, -4.569)  0.0801
C (-0.591, -3.564, -5.871)  0.0622
C (0.773, -3.769, -6.247)  0.0981
C (1.830, -3.585, -5.362)  0.1519
O (2.236, -2.308, -3.335)  0.1000
H (0.053, -2.565, -2.797)  0.0995
H (0.100, -4.276, -3.029)  0.0966
H (-1.936, -3.190, -4.191)  0.1531
H (-1.373, -3.563, -6.651)  0.1613
H (0.971, -4.045, -7.277)  0.1544
H (2.856, -3.769, -5.657)  0.1623
N (2.800, -0.449, -0.652)  0.2388
C (3.068, 0.872, -0.796)  -0.2682
C (2.936, 1.757, 0.307)  0.0032
C (3.164, 3.116, 0.144)  -0.0156
C (3.540, 3.619, -1.101)  0.0290
C (3.704, 2.763, -2.189)  0.0075
C (3.467, 1.393, -2.061)  0.0425
H (2.554, -0.811, 0.272)  0.1066
H (2.764, -1.109, -1.435)  0.1084
H (2.637, 1.328, 1.271)  0.1216
H (3.051, 3.768, 1.008)  0.1407
H (3.728, 4.688, -1.211)  0.1518
H (4.021, 3.154, -3.151)  0.1415
H (3.576, 0.702, -2.898)  0.1368

The highest multiplicity belongs to which entry?
C23H44NOP3Pt

Which formula does entry 3 have?
C23H44NOP3Pt

Which value of multiplicity does entry 3 give?
5